The following is a quantum chemistry calculation of the molecule C7H12N2O2 in a non-equilibrium geometry, from the Open Molecules 2025 dataset.

XYZ file:
```
23
Properties=species:S:1:pos:R:3:forces:R:3:nbo_charge:R:1
O 0.009 -2.695 -1.285 -1.31 -2.07 1.02 -0.36
O 1.228 0.573 -1.155 -0.76 -0.41 -0.66 -0.54
N -0.448 -0.472 0.104 -1.22 -0.71 1.08 -0.65
N 0.442 0.471 2.177 -1.65 -0.39 -1.21 -0.43
C -0.742 1.832 0.392 -0.54 0.82 2.97 -0.65
C -0.794 0.461 1.121 3.49 2.22 0.77 0.29
C 1.579 0.773 1.729 2.18 0.25 3.55 -0.06
C -2.128 0.026 1.862 2.86 1.52 -1.41 -0.63
C 0.426 -0.322 -0.913 0.74 -2.05 -0.25 0.58
C 1.246 -1.507 -2.978 0.96 -0.78 -0.38 -0.66
C 0.443 -1.669 -1.744 0.89 3.62 -0.02 0.26
H 0.744 -0.847 -3.669 -0.02 0.61 -0.06 0.23
H 1.169 -2.523 -3.505 1.25 1.37 0.82 0.24
H 1.980 1.171 0.838 -0.59 0.18 -1.61 0.18
H -2.713 -0.166 0.944 -0.76 -0.05 1.18 0.23
H 2.498 0.772 2.484 -1.99 -0.34 -0.98 0.15
H -1.563 1.781 -0.271 -0.72 0.46 -1.21 0.21
H 0.224 2.092 -0.076 -0.83 -0.46 0.25 0.25
H 2.220 -0.993 -2.572 -1.28 -1.40 -1.45 0.27
H -0.967 2.611 1.175 0.15 -0.54 -0.86 0.21
H -0.690 -1.400 0.402 0.18 -0.66 -0.78 0.41
H -2.395 0.891 2.537 -0.18 -1.29 -0.83 0.24
H -1.769 -0.860 2.402 -0.85 0.10 0.08 0.23
```
Forces are in eV/Å.

Calculated values
HOMO energy (spin up / spin down) = -6.4 / -8.9 eV
Kohn-Sham gap (spin up / spin down) = 7.25 / 5.96 eV
2S+1 = 3
energy = -533.7243 Eh
ΔE to the lowest compared entry with this formula, charge and spin = 0.0 kcal per mole
total charge = 0
maximum force = 4.21 eV Å⁻¹
LUMO (spin up / spin down) = 0.8090 / -2.9693 eV